(w)
C3H5O2P | ωB97M-V/def2-TZVPD

- M: 104.045 Da
- LUMO level: 0.57 eV
- SMILES: O=C=O.C=CP
- Charge: 0
- Kohn-Sham gap: 9.90 eV

Each line ends with the natural charge from an NBO analysis.
CARTESIAN COORDINATES (ANGSTROEM)
C: -3.09 0.46 0.21  1.028
C: 1.02 -1.37 -0.41  -0.399
C: 0.75 -0.27 0.25  -0.468
O: -4.14 0.27 -0.27  -0.521
O: -2.04 0.66 0.60  -0.505
P: 0.98 1.51 -0.05  0.330
H: 1.59 -1.32 -1.28  0.187
H: 0.81 -2.38 -0.03  0.204
H: 0.25 -0.34 1.31  0.204
H: 1.80 1.20 -1.15  -0.038
H: 2.06 1.57 0.82  -0.020

(x)
C3H5O2P | ωB97M-V/def2-TZVPD

- M: 104.045 Da
- LUMO level: -0.08 eV
- SMILES: C[C@@H]1O[C@H]1P=O
- Charge: 0
- Kohn-Sham gap: 9.49 eV

Each line ends with the natural charge from an NBO analysis.
CARTESIAN COORDINATES (ANGSTROEM)
C: -0.62 -0.11 -0.15  0.053
C: 0.52 0.60 0.49  -0.354
C: -0.28 -1.45 -0.61  -0.640
O: 1.33 2.99 1.33  -0.995
O: -0.12 0.97 -0.82  -0.488
P: 0.06 2.28 1.12  1.337
H: -1.70 -0.03 0.14  0.189
H: 1.53 0.14 0.41  0.226
H: 0.03 -1.57 -1.62  0.239
H: -1.19 -1.98 -0.53  0.219
H: 0.44 -1.85 0.22  0.215

Most stable to least stable: (w), (x)

(w)
C2H3NO2 | ωB97M-V/def2-TZVPD

- M: 73.051 Da
- LUMO level: -0.25 eV
- SMILES: O=C/C=N\O
- Charge: 0
- Kohn-Sham gap: 9.12 eV

Each line ends with the natural charge from an NBO analysis.
CARTESIAN COORDINATES (ANGSTROEM)
C: 0.45 -0.69 -0.24  -0.101
C: 0.56 0.14 1.17  0.316
H: -1.69 0.86 -1.67  0.484
H: 1.13 -1.48 -0.43  0.198
H: 1.31 -0.24 2.00  0.163
N: -0.47 -0.44 -1.11  -0.072
O: -1.31 0.51 -0.81  -0.496
O: 0.03 1.34 1.08  -0.493

(x)
C2H3NO2 | ωB97M-V/def2-TZVPD

- M: 73.051 Da
- LUMO level: 0.84 eV
- SMILES: CN1OC1=O
- Charge: 0
- Kohn-Sham gap: 11.47 eV

Each line ends with the natural charge from an NBO analysis.
CARTESIAN COORDINATES (ANGSTROEM)
C: 2.57 -0.05 0.03  0.880
C: 0.16 -0.03 -0.04  -0.458
N: 1.38 -0.06 -0.76  -0.193
O: 3.30 0.65 0.60  -0.516
O: 2.26 -1.26 -0.36  -0.367
H: 0.33 -0.13 1.13  0.193
H: -0.24 1.01 -0.22  0.238
H: -0.52 -0.70 -0.51  0.223

(y)
C2H3NO2 | ωB97M-V/def2-TZVPD

- M: 73.051 Da
- LUMO level: 0.79 eV
- SMILES: [H]/N=C/OC=O
- Charge: 0
- Kohn-Sham gap: 11.61 eV

Each line ends with the natural charge from an NBO analysis.
CARTESIAN COORDINATES (ANGSTROEM)
O: -0.21 0.52 -0.80  -0.516
C: -0.91 -0.21 0.12  0.400
N: -0.44 -0.47 1.26  -0.678
C: 1.16 0.55 -0.71  0.648
O: 1.79 1.47 -1.14  -0.513
H: -1.89 -0.46 -0.27  0.164
H: -1.10 -1.03 1.81  0.360
H: 1.58 -0.37 -0.27  0.134

Most stable to least stable: (y), (x), (w)

(w)
C2H3NO2 | ωB97M-V/def2-TZVPD

- M: 73.051 Da
- LUMO level: -0.60 eV
- Charge: 0
- Kohn-Sham gap: 8.28 eV

Each line ends with the natural charge from an NBO analysis.
CARTESIAN COORDINATES (ANGSTROEM)
C: 2.67 0.01 0.00  0.070
C: 1.32 0.16 -0.24  0.203
N: 3.81 0.23 0.08  -0.232
O: -2.31 0.04 -0.10  -0.962
O: 0.45 -0.72 0.15  -0.602
H: -2.51 0.93 -0.40  0.492
H: -2.97 -0.20 0.56  0.491
H: -0.47 -0.45 -0.06  0.540

(x)
C2H3NO2 | ωB97M-V/def2-TZVPD

- M: 73.051 Da
- LUMO level: 0.85 eV
- SMILES: [H]/N=C/OC=O
- Charge: 0
- Kohn-Sham gap: 11.68 eV

Each line ends with the natural charge from an NBO analysis.
CARTESIAN COORDINATES (ANGSTROEM)
O: -0.92 0.42 -0.29  -0.526
C: 0.37 0.52 -0.69  0.402
N: 1.24 -0.28 -0.24  -0.700
C: -1.07 -0.45 0.79  0.659
O: -1.73 -1.44 0.71  -0.496
H: 0.49 1.31 -1.43  0.167
H: 2.16 -0.10 -0.63  0.362
H: -0.58 -0.07 1.69  0.131

Most stable to least stable: (x), (w)

(w)
C2H3NO2 | ωB97M-V/def2-TZVPD

- M: 73.051 Da
- LUMO level: 0.73 eV
- SMILES: O=CNC=O
- Charge: 0
- Kohn-Sham gap: 10.97 eV

Each line ends with the natural charge from an NBO analysis.
CARTESIAN COORDINATES (ANGSTROEM)
C: -1.09 -0.27 0.00  0.529
C: 0.99 0.49 -0.26  0.527
N: 0.18 -0.45 0.35  -0.660
O: -1.49 0.80 -0.37  -0.561
O: 2.15 0.59 0.09  -0.551
H: -1.70 -1.09 0.07  0.121
H: 0.53 -1.09 1.08  0.431
H: 0.43 1.01 -0.96  0.162

(x)
C2H3NO2 | ωB97M-V/def2-TZVPD

- M: 73.051 Da
- LUMO level (spin up / spin down): -0.19 / -0.26 eV
- Charge: 0
- Kohn-Sham gap (spin up / spin down): 6.12 / 5.98 eV

Each line ends with the natural charge from an NBO analysis.
CARTESIAN COORDINATES (ANGSTROEM)
C: -0.21 -1.11 -0.14  0.732
C: -0.85 0.15 0.03  -0.808
N: 2.25 0.39 0.20  -0.036
O: -0.01 -2.28 -0.15  -0.401
O: 1.67 1.42 0.02  -0.355
H: -1.66 0.04 0.62  0.259
H: -0.02 0.92 0.46  0.323
H: -1.17 0.47 -1.03  0.285

(y)
C2H3NO2 | ωB97M-V/def2-TZVPD

- M: 73.051 Da
- LUMO level: 0.57 eV
- SMILES: O=CNC=O
- Charge: 0
- Kohn-Sham gap: 11.14 eV

Each line ends with the natural charge from an NBO analysis.
CARTESIAN COORDINATES (ANGSTROEM)
O: -0.29 1.95 -0.35  -0.524
C: 0.46 1.16 0.18  0.545
N: 0.39 -0.25 0.11  -0.682
C: -0.74 -1.00 -0.19  0.540
O: -0.69 -2.20 -0.42  -0.553
H: 1.29 1.46 0.85  0.122
H: 1.26 -0.75 0.00  0.414
H: -1.65 -0.36 -0.16  0.138

Most stable to least stable: (y), (w), (x)

(w)
C2H3NO2 | ωB97M-V/def2-TZVPD

- M: 73.051 Da
- LUMO level (spin up / spin down): -0.84 / -0.63 eV
- Charge: 0
- Kohn-Sham gap (spin up / spin down): 7.48 / 7.97 eV

Each line ends with the natural charge from an NBO analysis.
CARTESIAN COORDINATES (ANGSTROEM)
C: 0.23 0.07 -0.08  -0.194
C: -0.86 -0.78 0.42  0.261
N: 1.51 0.31 0.13  -0.054
O: 2.58 -0.40 0.01  -0.414
O: -2.05 -0.60 -0.13  -0.701
H: -0.28 1.02 -0.26  0.197
H: 1.80 1.31 -0.17  0.369
H: -2.94 -0.93 0.09  0.535

(x)
C2H3NO2 | ωB97M-V/def2-TZVPD

- M: 73.051 Da
- LUMO level (spin up / spin down): -1.17 / -1.17 eV
- SMILES: [H]/N=C\C(=O)O
- Charge: 0
- Kohn-Sham gap (spin up / spin down): 8.89 / 8.89 eV

Each line ends with the natural charge from an NBO analysis.
CARTESIAN COORDINATES (ANGSTROEM)
C: -0.15 -0.93 0.35  0.764
C: -0.18 0.44 0.80  -0.060
O: 0.28 -0.61 -1.28  -0.845
N: -0.07 1.39 -0.08  -0.479
O: -0.57 -1.97 0.67  -0.430
H: 1.15 -0.19 -1.36  0.468
H: -0.64 1.27 -0.91  0.379
H: 0.17 0.61 1.81  0.203

Most stable to least stable: (x), (w)